# 1
{"formula": "C33H73N7O10", "method": "ωB97M-V/def2-TZVPD", "elements": ["C", "N", "C", "C", "O", "H", "H", "H", "H", "H", "H", "H", "C", "N", "C", "C", "O", "H", "H", "H", "H", "H", "H", "H", "C", "N", "C", "C", "O", "H", "H", "H", "H", "H", "H", "H", "C", "N", "C", "C", "O", "H", "H", "H", "H", "H", "H", "H", "C", "N", "C", "C", "O", "H", "H", "H", "H", "H", "H", "H", "C", "N", "C", "C", "O", "H", "H", "H", "H", "H", "H", "H", "C", "N", "C", "C", "O", "H", "H", "H", "H", "H", "H", "H", "C", "C", "C", "O", "C", "H", "H", "H", "H", "H", "H", "H", "H", "C", "C", "C", "O", "C", "H", "H", "H", "H", "H", "H", "H", "H", "C", "C", "C", "O", "C", "H", "H", "H", "H", "H", "H", "H", "H"], "xyz": [[-3.084729, -0.160525, 4.415537], [-2.773801, -0.853096, 3.152169], [-3.190922, -2.187591, 3.043082], [-2.236711, -0.205126, 2.160071], [-1.911293, 0.966796, 2.203012], [-2.874483, 0.898836, 4.388665], [-2.360593, -0.577808, 5.103031], [-4.071895, -0.349599, 4.784080], [-4.221503, -2.299258, 3.444592], [-3.121873, -2.552791, 2.006500], [-2.551190, -2.836031, 3.673439], [-2.034052, -0.770464, 1.260487], [3.630452, -1.152300, -2.102426], [4.024032, 0.213266, -2.094005], [3.764268, 0.937363, -0.872627], [4.208249, 0.853150, -3.324280], [4.142626, 0.288136, -4.355792], [2.606532, -1.392952, -1.880997], [4.237608, -1.717185, -1.368586], [3.836951, -1.601810, -3.084921], [4.281332, 1.882679, -0.917077], [2.705541, 1.099399, -0.780065], [4.074548, 0.278951, -0.040906], [4.420169, 1.909888, -3.225665], [0.435822, -4.584303, -0.493004], [-0.134205, -5.307099, 0.622981], [0.215617, -6.743565, 0.700049], [-1.023727, -4.827870, 1.551175], [-1.554217, -5.567035, 2.373188], [-0.074007, -3.647112, -0.725377], [0.348328, -5.193964, -1.369005], [1.501985, -4.247080, -0.346435], [1.287558, -6.798174, 0.858907], [-0.241705, -7.099790, 1.629036], [-0.211773, -7.177957, -0.196129], [-1.271144, -3.771892, 1.489045], [-3.388183, 2.804046, -1.769287], [-4.841386, 3.007866, -1.967981], [-5.713160, 1.920168, -1.470736], [-5.363380, 4.094392, -2.490203], [-6.530892, 4.245324, -2.764833], [-2.825759, 3.600492, -2.253843], [-3.073120, 1.812839, -2.119928], [-3.046271, 2.706414, -0.756822], [-5.312240, 1.365136, -0.616000], [-6.729436, 2.318566, -1.229437], [-5.779789, 1.201785, -2.325700], [-4.540132, 4.841453, -2.647426], [1.234562, 6.508129, -2.005101], [-0.065455, 5.998632, -1.553515], [-0.157696, 4.886102, -0.610232], [-1.220007, 6.521510, -1.940897], [-2.322008, 6.155227, -1.599923], [1.073304, 7.376128, -2.630120], [1.823000, 5.756004, -2.511508], [1.795395, 6.819633, -1.149789], [0.248485, 5.185678, 0.342491], [-1.216190, 4.715293, -0.391075], [0.297420, 3.950835, -0.930027], [-1.100172, 7.362249, -2.651557], [2.800007, -3.231834, 5.298243], [1.871159, -3.152592, 4.196662], [2.121672, -4.059692, 3.095439], [0.829976, -2.339227, 4.193358], [-0.019053, -2.317585, 3.343214], [2.768817, -2.272178, 5.836608], [3.773198, -3.507793, 4.891192], [2.619608, -4.060851, 5.993594], [1.333761, -3.989985, 2.372899], [3.094704, -3.792421, 2.671915], [2.121823, -5.109884, 3.379631], [0.760461, -1.734600, 5.093198], [1.505527, 0.875624, 2.134567], [0.899669, 0.389239, 0.919302], [1.101998, -1.023199, 0.581159], [0.045638, 1.136367, 0.261721], [-0.424819, 0.792562, -0.836547], [0.969722, 0.593675, 3.039882], [1.528995, 1.960960, 2.126742], [2.548684, 0.532400, 2.201290], [1.122052, -1.242641, -0.473527], [1.920227, -1.448391, 1.125115], [0.192106, -1.575009, 0.858332], [-0.137013, 2.073963, 0.750536], [-3.738102, -1.583355, -2.200468], [-3.984112, -3.104859, -2.085248], [-2.827727, -3.625167, -1.222119], [-2.326548, -2.414133, -0.535787], [-3.146801, -1.285301, -0.844072], [-4.676703, -1.053100, -2.388564], [-2.966083, -1.313230, -2.929375], [-4.124403, -3.667871, -3.033578], [-4.884560, -3.311687, -1.512879], [-2.037127, -3.982841, -1.906094], [-3.086421, -4.420894, -0.551647], [-2.505508, -0.414261, -0.750263], [-4.014087, -1.161819, -0.125330], [0.028452, -0.834360, -3.923906], [1.252635, -0.991494, -4.953622], [1.777202, -2.444932, -4.667959], [1.116969, -2.887193, -3.485146], [-0.178727, -2.215179, -3.441177], [-0.885694, -0.401133, -4.374450], [0.281506, -0.128587, -3.128220], [1.965357, -0.209138, -4.712753], [0.876973, -0.890795, -5.996467], [2.852661, -2.502282, -4.573012], [1.524052, -3.157778, -5.484219], [-0.549842, -2.388213, -2.402990], [-0.851056, -2.723371, -4.152614], [3.868326, 5.121149, 3.228315], [2.696031, 5.292268, 2.176435], [3.053171, 4.235248, 1.129322], [3.568527, 3.149396, 1.899026], [4.369191, 3.687440, 2.970134], [3.428725, 5.254786, 4.228520], [4.703322, 5.795542, 3.190967], [2.667614, 6.284978, 1.740468], [1.729702, 4.997535, 2.640658], [3.857257, 4.556106, 0.422859], [2.206964, 3.847643, 0.602537], [5.458623, 3.593530, 2.666697], [4.126636, 2.940456, 3.793190]], "forces_ev_per_angstrom": [[1.599, -0.558, -0.350], [-1.631, 1.010, 1.494], [-0.378, -2.064, 0.622], [0.964, 0.942, -0.967], [0.285, 1.205, 0.012], [-0.117, 0.152, -0.524], [-0.001, -0.110, 0.732], [-0.664, -0.237, -0.109], [0.409, 0.016, -0.521], [-0.128, 0.219, 0.357], [-0.219, 0.098, -0.337], [-0.067, -0.661, -0.212], [1.161, -1.759, -0.299], [0.008, 0.978, -1.362], [0.209, -0.729, -0.266], [-0.352, -0.269, 3.716], [0.126, -1.030, -2.785], [-0.683, 0.455, 0.075], [-0.156, 0.215, -0.166], [0.035, 0.362, 0.418], [0.256, 0.277, 0.411], [-0.612, 0.254, 0.280], [0.125, 0.697, -0.132], [0.188, 0.696, 0.173], [0.656, 1.315, 0.537], [-0.099, -0.080, 0.666], [-0.577, 1.644, 0.906], [-0.017, -1.166, -0.417], [0.163, 0.649, 0.003], [-0.369, -0.133, 0.382], [0.246, -0.356, -0.614], [-0.723, -0.772, -0.022], [0.272, -0.422, -0.661], [-0.138, -0.243, -0.513], [0.459, -0.719, -0.016], [0.192, 0.382, -0.238], [-0.457, -0.363, -0.651], [1.331, -2.608, 2.449], [-0.490, 0.016, -1.438], [0.991, 1.373, -0.618], [-0.713, 0.361, -0.057], [-0.067, -0.111, -0.064], [-0.223, 0.242, -0.753], [-0.390, 0.590, 1.044], [0.261, 0.511, -0.078], [0.933, -0.307, -0.314], [-0.387, 0.242, 0.761], [-0.696, 0.020, -0.217], [-1.054, -0.322, 0.441], [1.117, -1.161, 0.325], [-0.373, 0.285, 0.328], [-0.617, 1.099, -1.065], [-0.534, -0.165, 0.153], [-0.012, 0.055, -0.273], [-0.041, -0.270, -0.355], [0.474, 0.308, 0.665], [0.554, 0.095, 0.404], [0.197, -0.069, -0.380], [0.135, 0.099, -0.356], [0.081, -0.025, 0.070], [0.046, -0.013, 0.236], [1.120, -1.332, 0.045], [0.251, 0.060, 0.008], [-0.406, -0.131, 0.697], [-1.044, 0.387, -1.113], [0.448, -0.454, -0.079], [0.265, 0.719, 0.026], [-0.560, 0.158, -0.007], [-0.256, 0.413, -0.465], [-0.111, -0.229, -0.225], [0.187, -0.058, 0.463], [0.104, 0.502, 0.428], [0.300, 0.162, 0.409], [1.389, -1.364, 0.887], [-1.941, -0.007, 0.067], [-0.510, -0.629, -2.332], [-0.157, 0.553, 0.941], [-0.162, -0.369, 0.015], [0.068, 0.028, -0.093], [-0.323, 0.119, -0.052], [0.580, 0.537, -0.490], [0.588, -0.009, 0.165], [0.190, 0.012, 0.405], [-0.316, 0.829, 0.077], [0.155, -0.345, -0.147], [-0.263, -0.557, -0.057], [0.774, 1.784, -1.471], [-0.224, -1.256, 0.079], [-1.123, -0.196, 0.762], [0.316, 0.067, -0.086], [-0.370, -0.266, -0.316], [0.393, 0.531, 0.456], [-0.412, 0.380, -0.008], [-0.018, 0.100, 0.524], [-0.203, -0.166, 0.651], [-0.003, 0.165, -0.339], [0.879, -0.296, -0.231], [0.679, 1.345, -0.780], [-1.446, -0.444, 0.401], [-1.019, 0.333, -0.786], [-0.299, 0.564, 0.217], [0.247, -1.927, 0.562], [0.465, -0.385, -0.057], [0.194, -0.252, 0.081], [0.198, -0.242, -0.357], [0.467, -0.016, 0.674], [0.186, 0.082, 0.379], [-0.078, 0.532, 0.175], [0.157, 0.540, -0.798], [0.006, -0.177, 0.214], [-1.185, -0.580, 0.257], [0.917, -0.528, 0.183], [1.217, -0.039, 0.602], [0.128, 0.352, -0.133], [-0.224, -1.740, 0.212], [0.286, -0.277, -0.223], [0.118, 0.639, -0.537], [-0.252, 0.196, 0.141], [0.596, 0.460, -0.246], [-0.640, 0.145, 0.256], [-0.471, -0.113, -0.531], [-1.107, 0.374, 0.546], [0.771, 1.174, -0.578]], "mulliken_charge": [-1.0789, 0.3136, -0.6888, 0.6573, -0.7653, 0.2947, 0.3406, 0.3292, 0.4162, -0.0673, 0.2394, -0.2638, -0.8012, 0.1741, -0.5496, -0.0360, -0.5070, 0.2085, 0.2943, 0.2801, 0.2995, 0.1673, 0.1599, 0.3719, -0.1768, 0.2668, -1.2522, 0.1928, -0.7001, -0.7670, 0.4741, 0.2554, 0.3613, 0.3566, 0.3615, 0.4991, -0.7506, 0.1746, -0.8060, 0.3059, -0.6262, 0.1846, 0.2408, 0.2707, 0.2404, 0.3275, 0.2291, 0.1810, -0.7954, 0.2018, -0.8122, 0.1315, -0.5518, 0.2927, 0.2878, 0.2615, 0.2903, 0.2334, 0.1899, 0.2695, -0.9156, 0.2064, -0.7014, -0.2056, -0.2852, 0.3171, 0.3065, 0.3171, -0.2808, 0.3960, 0.4356, 0.4249, -1.0186, 1.8316, 0.0547, -1.1906, -0.5475, 0.0942, 0.1438, 0.3381, -1.0065, 0.6317, -0.2495, 0.6703, -0.0820, -0.9095, -0.4767, 0.6164, -0.2680, 0.2694, -0.0584, 0.3655, 0.3458, 0.1830, 0.4419, -0.0776, 0.2092, 0.1404, -0.3498, -0.5810, -0.4383, 0.5374, 0.5898, -0.4117, 0.0437, 0.3321, 0.3600, 0.3234, -0.9021, 0.2556, -0.7125, -0.4786, 0.1599, -0.2657, -0.3888, 0.2795, 0.3357, 0.3475, 0.3107, 0.3408, -0.2581, 0.2452, 0.2286], "lumo_energy_ev": 0.26, "relative_energy_ev": 2.9148, "gap_ha": 0.328, "smiles": "CN(C)C=O.CN(C)C=O.CN(C)C=O.CN(C)C=O.CN(C)C=O.CN(C)C=O.CN(C)C=O.C1CCOC1.C1CCOC1.C1CCOC1"}

# 2
{"formula": "C28H34N5O10Sr", "method": "ωB97M-V/def2-TZVPD", "elements": ["N", "H", "H", "H", "H", "Sr", "C", "C", "O", "H", "H", "H", "H", "H", "C", "C", "O", "H", "H", "H", "H", "H", "C", "C", "C", "C", "C", "C", "N", "O", "O", "H", "H", "H", "H", "H", "C", "C", "C", "C", "C", "C", "N", "O", "O", "H", "H", "H", "H", "H", "C", "C", "C", "C", "C", "C", "N", "O", "O", "H", "H", "H", "H", "H", "C", "C", "C", "C", "C", "C", "N", "O", "O", "H", "H", "H", "H", "H"], "xyz": [[-2.251321, -2.612650, -4.332592], [-3.017454, -2.321974, -4.923054], [-1.905475, -3.506796, -4.650393], [-2.526655, -2.643460, -3.361333], [-1.407699, -2.057486, -4.346874], [-1.123355, -5.457541, -1.625930], [0.028374, -0.548723, -1.276658], [-0.304795, -1.975464, -0.682648], [-0.927545, -2.873871, -1.521772], [-0.067011, 0.132078, -0.430785], [-0.566656, -0.346462, -2.167242], [1.027465, -0.358672, -1.668837], [-1.137221, -1.776069, -0.007814], [0.376325, -2.247874, 0.123565], [-1.542318, -4.253724, 2.514808], [-1.613254, -5.804461, 2.315347], [-1.323639, -6.252586, 0.967187], [-1.785179, -4.002712, 3.547341], [-2.303353, -3.755288, 1.914395], [-0.551406, -3.873826, 2.266096], [-2.605224, -6.168532, 2.582853], [-0.825148, -6.283626, 2.896186], [5.734077, -0.996704, -1.429390], [4.492599, -1.562683, -1.204905], [4.079227, -1.505852, 0.134925], [4.758142, -0.972157, 1.176501], [6.061528, -0.542769, 0.919754], [6.560264, -0.511526, -0.402750], [4.100521, -0.898070, 2.515789], [4.796589, -0.426980, 3.451968], [2.899464, -1.090730, 2.567561], [6.144821, -1.024099, -2.427855], [3.999713, -2.010266, -2.055283], [3.026785, -1.730487, 0.226086], [6.620505, -0.129712, 1.746384], [7.500272, -0.035144, -0.639068], [-3.310586, 2.778983, 0.395736], [-2.882209, 1.509479, 0.304883], [-3.339086, 0.720626, -0.735204], [-4.278210, 1.207722, -1.667185], [-4.735544, 2.489867, -1.525779], [-4.224823, 3.301267, -0.505794], [-4.644114, 0.390287, -2.815867], [-3.872501, -0.584248, -3.088345], [-5.453684, 0.737196, -3.641770], [-2.760258, 3.456970, 1.031243], [-2.223783, 1.161365, 1.086998], [-3.001602, -0.298451, -0.616914], [-5.280599, 3.034978, -2.282212], [-4.513808, 4.340823, -0.458734], [0.444095, 0.712929, 3.704223], [0.125560, 1.644539, 4.703145], [-1.116680, 1.732010, 5.217231], [-2.123879, 0.866800, 4.710728], [-1.851013, -0.049256, 3.685192], [-0.504035, -0.192931, 3.308950], [-3.515530, 1.089001, 5.211114], [-4.369011, 0.947299, 4.318653], [-3.715677, 1.184571, 6.420410], [1.420882, 0.525849, 3.283180], [0.931220, 2.132523, 5.231525], [-1.371380, 2.314164, 6.090523], [-2.608071, -0.764503, 3.399391], [-0.229355, -1.020137, 2.671224], [2.838753, 1.938166, -1.936575], [3.454490, 2.446720, -3.070378], [2.769067, 3.470402, -3.780057], [1.633622, 4.036686, -3.293151], [1.048197, 3.496294, -2.140917], [1.614442, 2.434220, -1.495482], [1.090644, 5.207948, -3.954329], [1.540854, 5.443797, -5.118722], [0.241811, 5.811961, -3.297596], [3.314173, 1.120116, -1.415822], [4.385637, 2.094565, -3.489132], [3.262025, 3.757387, -4.697139], [0.067138, 3.862000, -1.875960], [1.320866, 1.936917, -0.582849]], "forces_ev_per_angstrom": [[0.645, -0.689, -0.155], [-0.221, 0.728, -0.210], [-0.270, -0.549, -0.059], [-0.176, 0.184, 1.062], [0.062, 1.113, -0.080], [0.125, 1.084, 3.784], [0.701, -1.441, 0.161], [-2.053, 2.389, 0.768], [0.640, -3.227, -2.211], [-0.468, 0.375, -0.386], [-0.764, 0.307, 0.493], [0.479, -0.603, 0.201], [-0.341, 0.865, 0.561], [1.157, -0.956, -0.730], [-0.335, -1.139, -0.053], [0.877, 0.446, -1.968], [-0.269, 1.332, -1.718], [0.189, -0.010, 0.177], [0.032, 0.010, -0.306], [0.012, 0.010, -0.031], [-0.020, -0.031, 0.306], [-0.253, 0.052, 0.621], [1.149, -0.336, -0.307], [1.844, 0.789, 1.310], [-3.245, -0.637, -1.984], [1.308, -0.404, -0.280], [0.408, 0.772, -0.008], [-1.672, -0.115, 0.947], [1.316, 2.336, 1.019], [-1.503, -1.507, -1.990], [0.730, -0.413, 0.102], [0.015, 0.205, -0.203], [-0.620, 0.022, 0.420], [-0.109, -0.475, 0.731], [0.230, -0.031, -0.019], [0.113, -0.213, 0.163], [0.026, 2.708, -0.338], [-0.067, -1.237, -0.293], [-0.328, -0.926, 0.677], [0.835, -0.859, 1.147], [0.169, 1.825, -0.164], [-0.176, -0.644, -0.195], [2.139, -1.044, -2.361], [-0.957, 0.709, 1.092], [-0.456, 0.363, 1.197], [-0.438, 0.095, 0.565], [0.218, -0.461, -0.272], [-0.186, -0.286, -0.986], [-0.503, -0.567, -0.162], [-0.021, -0.002, -0.034], [-0.063, -0.321, 0.334], [1.970, -0.407, -0.219], [-2.434, -1.327, 0.362], [0.780, 1.400, -0.437], [0.164, 0.080, 1.717], [-1.338, 0.087, -0.612], [-0.418, -2.078, -0.648], [0.634, 0.710, 1.605], [0.232, 0.469, -1.730], [0.305, 0.500, 0.464], [0.094, 0.514, -0.345], [0.118, 0.284, -0.079], [-0.077, 0.100, -0.245], [0.010, -0.006, -0.215], [0.905, -0.067, -0.719], [-1.656, 0.802, -0.347], [2.302, -1.132, -0.171], [0.325, -0.867, 0.680], [-1.313, 0.598, -0.436], [1.446, -0.554, 0.286], [-0.021, 0.159, -1.485], [-1.723, 0.098, 3.179], [1.024, -0.014, -1.703], [0.017, -0.056, 0.231], [0.025, -0.194, 0.227], [-0.368, 0.572, -0.038], [0.089, 0.239, 0.364], [-0.997, 0.497, -0.021]], "mulliken_charge": [-0.3617, 0.3718, 0.3299, 0.2642, 0.3549, 1.6327, -0.4456, -0.0951, -0.8071, -0.0898, 0.2297, 0.3333, -0.1401, 0.2424, -0.5931, -0.6030, -0.7960, 0.3694, 0.1933, 0.1041, 0.3075, 0.2772, -0.2647, -0.7412, 0.1917, -0.0981, -0.3383, -0.6067, 1.0167, -0.5663, -0.5942, 0.4019, 0.3910, 0.3024, 0.4558, 0.4096, -0.6923, -0.2029, 0.0844, -0.2067, -0.2411, -0.6113, 0.8455, -0.5604, -0.5496, 0.4497, 0.4437, 0.3475, 0.4087, 0.4116, -0.3178, -0.5637, -0.6092, 0.4027, -0.6781, -0.3222, 0.8742, -0.5394, -0.5397, 0.4511, 0.3439, 0.4475, 0.4990, 0.5520, -0.1801, -0.6708, -0.2586, -0.0456, -0.4828, -0.5722, 0.8950, -0.5498, -0.5452, 0.4583, 0.4347, 0.4168, 0.4967, 0.6381], "lumo_energy_ev": -5.18, "relative_energy_ev": 1.6428, "total_charge": 1, "gap_ha": 0.181}